The following is a quantum chemistry calculation of a molecular structure, C8H11N2O2 at a distorted geometry, from the Open Molecules 2025 dataset.

Structure (XYZ):
```
23
Properties=species:S:1:pos:R:3:forces:R:3:nbo_charge:R:1
C 0.967821 -0.365946 2.757893 0.94 -1.28 0.80 -0.08
C -0.218516 -0.140061 3.287425 -0.57 0.19 -0.09 0.07
C -0.298627 0.251610 1.166918 3.64 -1.44 0.19 0.53
C -2.574679 1.125533 -1.645856 -1.99 0.75 -1.69 -0.26
C -2.062464 0.782337 -0.346851 3.71 -0.06 -1.35 -0.21
C -2.120194 0.789640 -2.878609 -1.09 1.68 -0.49 -0.34
C 2.578558 -1.977914 -0.831049 -1.42 -0.82 0.91 0.10
C -0.702066 0.643014 -0.130091 -2.80 2.01 -0.94 0.22
N 0.945764 -0.202097 1.410406 -2.15 1.76 0.42 -0.51
N 2.626548 -0.884764 -0.196477 -0.61 -1.59 -1.48 -0.58
O -1.004684 0.238535 2.243750 -2.35 0.86 0.52 -0.35
O 0.357345 1.098351 -0.881851 -0.46 -0.13 -0.90 -0.69
H 1.740095 -0.824104 3.301188 1.27 -0.17 0.29 0.23
H -0.639103 -0.217055 4.269096 -0.17 0.08 0.01 0.25
H -3.554023 1.695837 -1.663385 1.24 -0.69 0.21 0.23
H -2.641370 0.780173 0.527203 -1.10 -0.50 0.79 0.24
H -1.230891 0.265387 -3.124003 0.72 -0.72 0.34 0.19
H -2.615611 1.186390 -3.825723 0.35 -0.58 1.65 0.23
H 1.703152 -2.630916 -0.906449 -0.57 0.89 0.54 0.19
H 3.352276 -2.556688 -1.241377 1.89 0.35 -0.84 0.20
H 3.454098 -0.387615 -0.226154 2.53 0.98 -0.11 0.39
H 1.834368 -0.404022 0.546525 -0.83 -0.39 0.06 0.43
H 0.102206 1.734375 -1.612529 -0.18 -1.18 1.18 0.52
```
Positions in Å, forces in eV/Å.

## Properties
E_tot: -15539.9930 eV
spin multiplicity: 1
net charge: +1
LUMO: -3.649 eV
energy above the lowest of the compared OMol25 structures with the same formula, charge and spin: 86.7 kcal per mole
HOMO-LUMO gap: 8.10 eV